# 1
# C5H12N2O

An isolated molecule of C5H12N2O in a non-equilibrium geometry (the ωB97M-V functional and the def2-TZVPD basis, OMol25).

The calculation puts the LUMO energy at 0.9 eV. As for the HOMO energy: -0.3434 Eh. The value obtained for the maximum force is 0.0206 hartree/bohr. The calculated total energy is -10407.57823 eV. Its HOMO-LUMO gap is 10.21 eV. The structure (SMILES) is CC(=O)NCCCN. As for the energy relative to the best compared isomer or geometry (same formula, charge and spin): 19.5 kcal per mole.

```
! RIJCOSX wB97M-V def2-TZVPD def2/J DEFGRID3
* xyz 0 1
O -0.4407 0.7691 3.1421
C 0.2793 0.8072 2.1545
N -0.2143 0.4259 0.9492
C 0.4811 0.1918 -0.3035
C 0.0929 -1.1305 -0.9382
C -1.3194 -1.1942 -1.4716
N -1.4525 -0.4904 -2.7410
C 1.6969 1.3197 2.2634
H -1.1496 0.0570 1.0591
H 1.5473 0.2427 -0.1211
H 0.2647 1.0332 -0.9613
H 0.8100 -1.3374 -1.7337
H 0.2461 -1.9458 -0.2151
H -1.6283 -2.2380 -1.6123
H -2.0718 -0.8705 -0.7352
H -2.4079 -0.2675 -2.9742
H -0.8704 0.3357 -2.7589
H 2.2422 0.6213 2.9046
H 1.6765 2.2789 2.7801
H 2.2178 1.3918 1.3131
*
```

=====

# 2
# C64H122O19

A cluster of 16 separate species, C64H122O19 in total in a non-equilibrium geometry (the ωB97M-V functional and the def2-TZVPD basis, OMol25).

The calculation puts the LUMO energy at 0.4 eV. As for the HOMO energy: -0.3374 Eh. The value obtained for the maximum force is 0.0856 hartree/bohr. The calculated total energy is -107235.45908 eV. Its HOMO-LUMO gap is 9.55 eV.

```
! RIJCOSX wB97M-V def2-TZVPD def2/J DEFGRID3
* xyz 0 1
C -4.2760 -0.8235 5.1687
C -5.2598 -0.6793 6.2385
C -6.5399 -1.1306 5.5895
O -6.3194 -0.8686 4.1439
C -4.9906 -1.0811 3.8130
H -3.5324 -1.6069 5.3150
H -3.7926 0.1522 5.2185
H -5.3530 0.3762 6.4943
H -5.0768 -1.1633 7.1978
H -7.3340 -0.5629 6.0745
H -6.6068 -2.1966 5.8069
H -4.5702 -0.3044 3.1742
H -4.8790 -2.0084 3.2510
C 0.9414 5.2864 1.2365
C 1.8786 5.5477 0.0988
C 1.3306 4.6658 -0.9936
O -0.0180 4.4641 -0.6837
C -0.3300 4.9936 0.4777
H 0.8652 6.1576 1.8872
H 1.3210 4.3863 1.7200
H 2.8980 5.2720 0.3687
H 1.9223 6.5986 -0.1872
H 1.8218 3.7051 -0.8389
H 1.5021 4.9941 -2.0188
H -0.9037 4.2986 1.0909
H -0.7915 5.9577 0.2642
C 3.6504 -5.0653 2.6008
C 3.8316 -4.0882 1.4337
C 3.2756 -2.8096 1.9908
O 3.7828 -2.8599 3.3045
C 4.1915 -4.2156 3.6620
H 4.2020 -5.9995 2.4953
H 2.6251 -5.2928 2.8923
H 3.2755 -4.5975 0.6466
H 4.8668 -4.0138 1.1009
H 2.1858 -2.7935 1.9897
H 3.6258 -1.8797 1.5428
H 3.8791 -4.4865 4.6706
H 5.2775 -4.2666 3.5843
C 8.2660 1.5637 -1.1725
C 7.1679 1.1529 -2.1600
C 7.6279 1.9834 -3.4082
O 9.0675 1.6980 -3.3852
C 9.5125 1.7519 -2.0005
H 8.4224 0.7141 -0.5079
H 7.8697 2.4734 -0.7214
H 6.1271 1.3656 -1.9157
H 7.3055 0.1047 -2.4254
H 7.5269 3.0686 -3.4249
H 7.1126 1.6514 -4.3095
H 9.9261 2.7360 -1.7799
H 10.3547 1.0658 -1.9112
C -4.5215 1.4336 -4.3715
C -4.4103 0.8815 -2.8980
C -3.8640 -0.5811 -2.9410
O -3.5964 -0.7410 -4.3403
C -3.3897 0.5318 -4.9226
H -4.4860 2.5229 -4.3563
H -5.5090 1.1500 -4.7355
H -5.4149 0.7421 -2.4987
H -3.7931 1.4906 -2.2375
H -4.6494 -1.3288 -2.8307
H -2.9008 -0.7623 -2.4639
H -3.5384 0.5050 -6.0021
H -2.4340 1.0555 -4.9016
C -1.8740 -4.3759 3.1848
C -0.3921 -4.1618 2.7526
C 0.1685 -4.0121 4.2056
O -0.7927 -3.8476 5.2281
C -1.9145 -4.5372 4.7030
H -2.2007 -5.2778 2.6672
H -2.4612 -3.5232 2.8437
H -0.1889 -3.3133 2.0992
H 0.0180 -4.8942 2.0571
H 0.8395 -3.1531 4.2034
H 0.7882 -4.8886 4.3945
H -2.8442 -4.1824 5.1480
H -1.9236 -5.5791 5.0233
C -1.2925 -0.0760 7.0856
C -2.0545 1.0496 7.6657
C -2.9725 0.2666 8.6029
O -2.9689 -1.0986 8.2338
C -1.5531 -1.3172 7.9432
H -0.2339 0.1735 7.1583
H -1.5947 -0.3187 6.0669
H -2.5084 1.7001 6.9181
H -1.4239 1.7387 8.2275
H -3.9732 0.6986 8.5928
H -2.7537 0.3701 9.6656
H -1.4718 -2.1893 7.2943
H -0.9186 -1.6017 8.7826
C -6.9507 -1.5171 -0.9757
C -6.4902 -1.6203 0.4455
C -7.7019 -1.3076 1.3545
O -8.6569 -1.9727 0.5348
C -8.3447 -2.1185 -0.8408
H -6.4443 -1.8081 -1.8960
H -7.0453 -0.4707 -1.2659
H -5.6478 -0.9346 0.5363
H -6.0340 -2.5695 0.7263
H -7.8800 -0.2324 1.3322
H -7.5816 -1.7496 2.3435
H -9.0359 -1.6174 -1.5185
H -8.2916 -3.1712 -1.1184
C -0.0323 3.0735 4.9996
C -1.4139 3.8162 4.7895
C -2.0471 2.8559 3.7499
O -0.9132 2.3494 2.9851
C 0.0131 1.9976 3.9461
H -0.0875 2.8402 6.0629
H 0.7474 3.8140 4.8215
H -1.1266 4.7271 4.2644
H -1.9566 4.1216 5.6842
H -2.6814 3.3498 3.0139
H -2.6028 1.9626 4.0352
H 0.9822 1.8331 3.4751
H -0.2750 1.0387 4.3769
C 3.9775 -3.0585 -2.4638
C 2.5989 -2.7441 -1.9620
C 1.5717 -3.1525 -3.0568
O 2.3224 -2.9059 -4.1453
C 3.7548 -2.8263 -3.9605
H 4.2974 -4.0773 -2.2451
H 4.7314 -2.4594 -1.9529
H 2.5090 -1.7003 -1.6609
H 2.4102 -3.2508 -1.0155
H 0.6012 -2.6746 -2.9234
H 1.4242 -4.2218 -2.9047
H 3.9616 -1.7784 -4.1779
H 4.3374 -3.4772 -4.6124
C -2.0874 -6.4183 -1.5059
C -1.4462 -5.3987 -2.3859
C -2.5853 -4.7582 -3.0202
O -3.5544 -5.8363 -3.1010
C -3.4183 -6.7727 -2.0396
H -2.1171 -5.9243 -0.5347
H -1.5681 -7.3757 -1.4648
H -0.7758 -5.8003 -3.1458
H -0.6883 -4.7907 -1.8921
H -2.2669 -4.6631 -4.0583
H -2.8586 -3.8254 -2.5271
H -3.5804 -7.8022 -2.3588
H -4.0714 -6.7596 -1.1670
C 5.2217 3.7854 1.6507
C 4.1411 3.4392 2.6041
C 4.8679 3.5251 3.9063
O 6.1896 3.1020 3.6253
C 6.4777 3.3459 2.3182
H 5.1696 4.8547 1.4460
H 5.1881 3.2004 0.7316
H 3.8728 2.4333 2.2811
H 3.2723 4.0924 2.5215
H 4.4345 2.8662 4.6587
H 4.8210 4.5484 4.2788
H 6.8045 2.4047 1.8760
H 7.3396 3.9537 2.0429
C 0.5016 -2.2315 -8.4837
C 0.4667 -0.9612 -9.2585
C 1.1476 -0.0043 -8.4268
O 0.5092 -0.4117 -7.2224
C 0.1302 -1.8131 -7.0475
H 1.3989 -2.8118 -8.6990
H -0.2264 -3.0165 -8.6884
H -0.5594 -0.6341 -9.4264
H 0.8407 -1.0687 -10.2766
H 0.9170 1.0475 -8.5962
H 2.2365 0.0025 -8.4750
H -0.9419 -1.9146 -6.8790
H 0.6698 -2.3248 -6.2506
O 3.7843 3.3657 -2.3678
C 3.1120 2.5824 -3.0138
O 1.8378 2.7637 -3.4941
C 1.3670 1.6262 -4.2256
C 2.6618 0.8418 -4.5781
C 3.5176 1.1331 -3.3463
H 0.8524 1.7863 -5.1730
H 0.6994 1.1074 -3.5377
H 3.0372 1.2955 -5.4953
H 2.3821 -0.2055 -4.6922
H 4.5784 1.0778 -3.5908
H 3.3231 0.4660 -2.5065
O -1.0869 3.3507 -3.9938
C -1.0269 4.5053 -3.7766
O -0.2169 5.3061 -4.4683
C -0.3446 6.6420 -4.0676
C -1.1354 6.6569 -2.7576
C -1.8561 5.3568 -2.8327
H -0.7608 7.3797 -4.7536
H 0.6017 7.1580 -3.9055
H -1.8278 7.4986 -2.7730
H -0.4802 6.6692 -1.8866
H -2.8691 5.2576 -3.2227
H -1.9891 4.6654 -2.0005
O -0.1790 -0.7493 2.0061
C -0.3485 -0.2384 0.9380
O -0.7816 -0.8615 -0.2063
C -0.4342 -0.1082 -1.3752
C 0.4601 0.9996 -0.8433
C -0.0230 1.2217 0.5643
H -1.3213 0.3942 -1.7609
H -0.1156 -0.7732 -2.1779
H 0.3878 1.9279 -1.4099
H 1.5326 0.8070 -0.8690
H -0.8764 1.8839 0.7105
H 0.8072 1.6232 1.1454
*
```